14 unconnected molecules or ions with the total composition C6H37NO14 at a distorted geometry, computed with ωB97M-V/def2-TZVPD.

Computed properties:
Highest occupied orbital energy (spin up / spin down) ... -13.35 / -13.34 eV
Spin multiplicity ... 2
LUMO level (spin up / spin down) ... -4.457 / -8.502 eV
Charge ... +1
Frontier orbital gap (spin up / spin down) ... 8.89 / 4.84 eV
Molar mass ... 347.36 g mol⁻¹

```
58
Properties=species:S:1:pos:R:3:forces:R:3
O 2.2757 1.3163 3.9496 -0.44 0.35 0.04
C 1.3301 1.6467 3.2849 0.80 -0.85 0.13
C 1.4601 1.5948 1.7575 0.52 1.09 0.09
C 0.7673 0.2851 1.3293 -0.89 -0.62 0.36
C 0.9701 -0.0324 -0.0921 0.21 0.15 1.72
C 0.0449 0.2875 -1.0644 -0.22 -0.02 -2.32
C 0.2267 -0.0483 -2.4999 0.08 -0.60 0.84
N 2.8669 1.6915 1.3169 -1.02 -0.48 -0.24
H 0.3565 1.9105 3.7048 -0.26 0.18 0.10
H 0.9069 2.4675 1.3814 -0.02 -0.30 -0.24
H -0.2843 0.3945 1.6095 -0.24 0.32 -0.48
H 1.0794 -0.5547 1.9584 0.69 0.08 -0.13
H 1.9020 -0.5315 -0.3166 0.02 -0.15 -0.49
H -0.8515 0.8418 -0.8346 -0.22 0.16 0.52
H -0.6305 -0.6080 -2.8760 -0.49 0.23 0.10
H 0.3040 0.8573 -3.0955 -0.10 0.36 -0.11
H 1.0712 -0.6894 -2.6934 0.56 -0.06 0.08
H 3.3498 2.3741 1.8926 0.08 -0.02 -0.07
H 3.3095 0.7968 1.4923 0.30 0.08 0.25
H -2.8683 -1.7295 -1.7915 -0.11 0.02 -0.27
H -3.0567 -1.3427 -3.3003 -0.27 0.10 0.31
O -3.1500 -0.9968 -2.4009 0.55 -0.37 -0.11
H 1.6741 2.7753 -2.1527 0.03 0.28 -0.34
H 1.3998 4.1427 -2.8218 -0.10 0.06 -0.14
O 0.9732 3.3053 -2.6101 0.31 -0.26 0.49
H 2.8736 1.9054 -0.5181 0.58 0.09 -0.25
H 2.7741 0.9786 -1.7495 0.39 0.06 -0.24
O 3.0072 1.8834 -1.5084 -0.75 -0.21 0.57
H 3.8219 -2.5373 0.9604 0.12 -0.26 0.12
H 3.1489 -3.7524 0.2856 0.08 0.04 0.01
O 3.4962 -3.4263 1.1462 -0.02 0.24 -0.18
H 0.2629 -4.1142 1.2214 -0.39 -0.09 -0.28
H -0.6909 -5.0790 0.4435 -0.01 0.11 -0.07
O -0.2440 -4.2261 0.3602 0.47 -0.04 0.49
H -1.5959 -3.1293 -0.1465 -0.70 -0.07 -0.31
H -2.8469 -2.2112 0.1286 0.05 -0.47 -0.19
O -2.4755 -2.8696 -0.5129 0.51 0.68 0.45
H -2.8593 1.8926 0.8185 0.21 0.27 0.53
H -1.8405 3.0292 0.8484 -0.27 -0.31 0.52
O -2.2557 2.3511 1.4319 0.38 -0.02 -0.59
H -3.3343 0.4520 -1.4563 -0.47 0.01 0.11
H -2.7908 1.8356 -1.2843 -0.31 0.38 0.22
O -3.3873 1.2124 -0.8313 0.64 -0.20 -0.94
H -1.8673 2.2297 -3.3793 -0.39 0.23 -0.20
H -0.7049 2.9901 -2.7595 -0.60 0.32 -0.03
O -1.6941 2.9350 -2.7450 0.65 -0.78 -0.11
H -4.6148 -1.0335 0.8873 0.11 -0.04 0.16
H -3.5334 -0.0266 0.4723 -0.11 -0.64 0.48
O -3.6643 -0.8741 0.9622 -0.06 0.58 -0.42
H -0.2678 3.7754 -0.8413 0.22 0.12 0.01
H -1.6745 4.2089 -1.0778 -0.31 0.13 -0.04
O -1.0462 4.0792 -0.3609 0.28 0.07 0.08
H 2.1298 -3.8045 2.1473 -0.26 -0.07 0.29
H 1.1053 -3.1995 3.1353 -0.05 -0.39 0.00
O 1.2426 -3.9670 2.5609 0.31 0.53 -0.15
H 1.2214 -4.1617 -0.6711 0.22 -0.03 -0.19
H 2.2356 -4.8331 -1.6317 0.06 0.23 0.09
O 2.1051 -4.0388 -1.0946 -0.36 -0.20 -0.05
```
Positions in Å, forces in eV/Å.

***

14 unconnected molecules or ions with the total composition C6H37O14 at a distorted geometry, computed with ωB97M-V/def2-TZVPD.

Computed properties:
Highest occupied orbital energy ... -7.23 eV
Spin multiplicity ... 1
LUMO level ... 2.526 eV
Charge ... -1
Frontier orbital gap ... 9.75 eV
Molar mass ... 333.35 g mol⁻¹

```
57
Properties=species:S:1:pos:R:3:forces:R:3
C 0.8194 -1.0126 3.8485 -0.74 -1.68 -2.78
O -0.1569 -0.2033 3.3290 -2.12 2.30 -0.19
C 1.9117 -1.0655 2.7142 2.26 -2.06 2.54
C 2.2636 -2.5702 2.4057 0.97 0.13 0.16
C 1.6354 -3.2283 1.1532 0.68 -2.58 -1.16
C 0.4792 -2.4565 -0.9891 4.41 2.85 0.80
C 1.4350 -2.3260 -0.0115 -0.18 -1.96 -1.76
H 0.2823 -2.0471 3.9598 1.52 1.20 0.20
H 1.1409 -0.6539 4.8188 0.26 0.08 0.13
H 1.6872 -0.5069 1.8447 -0.84 0.46 -0.77
H 2.8856 -0.5966 3.0553 -1.06 -0.42 -0.09
H 3.3924 -2.6606 2.5318 -1.29 -0.21 -1.01
H 1.8995 -3.1667 3.2222 -0.12 -0.16 0.63
H 2.2231 -4.2586 0.7981 -0.68 2.84 0.78
H 0.6738 -3.7254 1.2148 -0.55 0.13 1.41
H -0.2461 -3.1955 -1.0039 -1.56 -0.98 0.11
H 0.7106 -1.7666 -1.8439 -0.92 -0.95 0.61
H 2.3767 -1.8307 -0.1611 -0.17 1.37 -0.63
H 2.2805 1.6501 -1.8866 0.15 -0.61 -0.59
H 2.1525 0.8338 -3.1546 -2.24 -1.27 -1.69
O 2.7691 1.2935 -2.6592 1.67 2.74 1.24
H -1.5133 2.5907 -3.7095 -0.59 -0.21 0.55
H -2.6969 1.7844 -2.9479 2.33 0.61 -1.84
O -2.0536 1.7842 -3.7521 -1.26 -0.52 0.58
H -0.9255 3.7234 2.7499 -1.87 -0.21 -1.14
H 0.1165 2.7016 3.2682 -0.59 1.43 -0.18
O -0.1018 3.6677 3.1706 2.64 -1.24 1.50
H -3.9625 0.0451 -0.0182 -1.79 0.93 -0.11
H -4.8572 1.0032 -0.6817 -0.53 3.50 -6.57
O -4.8163 0.5929 0.0733 1.71 -4.27 6.64
H -0.2306 -0.1106 2.3183 0.25 -0.21 1.13
H -0.0925 -0.7395 0.6543 -0.60 0.48 -0.34
O -0.4990 0.1499 0.6850 0.74 -0.46 -0.16
H -0.7079 0.6741 -3.8644 -3.02 0.94 1.21
H 0.2240 -0.6167 -3.6700 0.55 -6.39 3.34
O 0.0301 0.1477 -4.0065 2.62 5.19 -4.53
H -1.9301 -0.0376 -0.2748 -0.20 -1.03 -0.53
H -2.1984 -0.8814 -1.5787 0.47 -0.21 -0.80
O -2.6268 -0.5715 -0.7980 0.42 0.90 1.41
H 1.4153 3.5470 -2.6862 0.23 -0.36 -0.24
H 0.7690 2.5382 -1.5105 0.54 3.31 -1.18
O 0.8029 3.5480 -1.9546 -0.98 -2.26 1.35
H 0.4079 0.7654 -0.1337 0.08 0.43 -0.03
H 1.8197 1.4467 0.0709 1.08 0.54 1.13
O 1.2214 1.3688 -0.6444 -1.98 -1.32 0.12
H -1.9145 3.0358 -0.9879 2.70 0.39 2.68
H -3.3716 2.7126 -1.0916 -1.58 -0.32 1.76
O -2.6014 2.9066 -1.5597 -1.54 0.26 -3.61
H -2.8712 -3.8789 0.1180 -0.80 1.55 1.65
H -3.3055 -2.7068 1.1816 0.75 2.95 -0.13
O -3.3610 -3.5848 0.9384 0.06 -4.48 -1.55
H 3.4352 -0.5353 -1.9779 2.89 0.00 -1.24
H 4.3569 0.4352 -2.5803 0.02 1.72 -0.51
O 4.3824 -0.4790 -2.3997 -1.92 -2.87 1.91
H -2.1786 1.8277 1.9015 -0.30 0.73 -0.79
H -0.9605 2.1476 1.2475 2.45 -0.70 -0.68
O -1.8205 2.4914 1.2647 -2.40 -0.04 1.28
```
Positions in Å, forces in eV/Å.

***

Asked for ΔE to the lowest compared entry with this formula, charge and spin across the records above, the calculation gives 0.000, 3.892 eV in order.